This record from the Open Molecules 2025 dataset describes one molecule with the formula C23H24N6O3S in a non-equilibrium geometry. The level of theory is ωB97M-V/def2-TZVPD.

Geometry as XYZ:
```
57
Properties=species:S:1:pos:R:3:forces:R:3
C -6.869 -0.754 -1.011 0.0 0.0 0.0
C -5.480 -0.693 -0.455 0.0 0.1 0.1
C -4.464 -1.452 -1.027 0.1 0.0 0.0
C -3.179 -1.408 -0.525 0.0 0.0 0.0
C -2.876 -0.597 0.563 0.0 0.0 0.1
C -1.462 -0.533 1.076 -0.3 -0.1 0.4
N -0.566 -0.076 0.040 0.3 0.2 -0.3
C -0.626 1.089 -0.633 0.1 -0.2 -0.1
S -1.720 2.383 -0.239 -0.4 0.3 0.1
C -0.608 3.771 -0.675 -0.1 -0.4 -0.2
C 0.845 3.468 -0.319 -0.1 0.5 0.1
O 1.754 3.768 -1.050 0.2 0.1 -0.1
N 0.989 2.857 0.896 0.0 0.2 0.5
C 1.942 1.881 1.198 0.2 -0.1 -0.1
C 3.177 1.790 0.568 0.0 0.0 0.0
C 3.966 0.696 0.881 -0.2 0.0 0.1
C 3.516 -0.229 1.808 0.0 0.0 0.0
C 2.276 -0.033 2.411 0.2 0.0 0.0
C 1.726 -1.000 3.407 0.0 -0.1 0.0
N 1.510 1.004 2.096 -0.2 0.2 0.1
N 0.345 1.237 -1.519 0.0 -0.1 -0.4
C 1.089 0.120 -1.399 -0.8 -0.6 1.0
C 0.543 -0.733 -0.450 0.5 0.3 -0.6
C 1.180 -1.949 -0.065 -0.2 0.3 -0.1
O 0.795 -2.744 0.777 -0.1 -0.1 0.1
N 2.367 -2.142 -0.774 0.1 -0.3 0.0
C 3.146 -3.330 -0.466 0.1 -0.2 0.1
C 2.945 -1.297 -1.714 -0.2 0.2 -0.1
O 4.015 -1.561 -2.216 0.4 -0.1 -0.1
N 2.247 -0.155 -2.044 0.1 -0.1 0.0
C 2.802 0.798 -2.982 0.2 0.2 -0.2
C -3.883 0.165 1.134 0.2 -0.1 0.0
C -5.172 0.111 0.632 -0.1 0.0 -0.1
H -6.871 -0.457 -2.059 -0.1 0.0 -0.1
H -7.256 -1.771 -0.954 -0.1 0.0 0.0
H -7.538 -0.096 -0.463 -0.1 0.0 0.0
H -4.687 -2.086 -1.874 0.0 -0.1 -0.1
H -2.401 -2.008 -0.975 0.1 -0.1 -0.1
H -1.392 0.154 1.926 0.0 -0.1 0.0
H -1.106 -1.520 1.383 0.0 0.2 0.0
H -0.671 3.961 -1.746 0.1 0.0 0.1
H -0.980 4.636 -0.124 0.0 0.0 0.0
H 0.147 2.729 1.449 0.1 -0.1 -0.2
H 3.485 2.535 -0.145 0.0 0.1 0.0
H 4.925 0.567 0.401 0.1 0.0 0.0
H 4.110 -1.091 2.067 0.1 -0.1 0.0
H 1.338 -1.875 2.883 0.0 -0.1 0.0
H 0.914 -0.541 3.963 0.0 0.0 0.1
H 2.502 -1.332 4.092 0.0 -0.1 0.1
H 3.295 -3.917 -1.372 0.0 0.0 0.1
H 2.592 -3.903 0.274 0.1 0.1 -0.1
H 4.121 -3.042 -0.075 0.0 0.0 0.0
H 2.329 0.682 -3.958 0.0 0.0 0.0
H 2.613 1.804 -2.610 0.0 0.0 0.0
H 3.869 0.606 -3.070 -0.1 0.0 0.0
H -3.662 0.803 1.976 0.1 0.1 0.1
H -5.946 0.709 1.091 -0.1 0.1 0.0
```
Positions in Å, forces in eV/Å.

Results
LUMO level = 0.44 eV
Maximum force = 1.41 eV Å⁻¹
Energy above the lowest of the compared OMol25 structures with the same formula, charge and spin = 0.000 eV
DFT total energy = -1843.4237 a.u.
SMILES = Cc1ccc(Cn2c(SCC(=O)Nc3cccc(C)n3)nc3c2c(=O)n(C)c(=O)n3C)cc1
HOMO energy = -8.125 eV

=====

This record from the Open Molecules 2025 dataset describes a 2-piece molecular cluster, C2HF2NO3 overall in a non-equilibrium geometry. The level of theory is ωB97M-V/def2-TZVPD.

Geometry as XYZ:
```
9
Properties=species:S:1:pos:R:3:forces:R:3
C -0.062 0.114 0.630 -0.6 0.0 -2.1
C -1.134 0.770 -0.130 4.6 2.9 0.0
N -2.767 -0.431 0.000 -1.6 -0.8 -0.8
O -3.647 0.179 0.465 -1.6 0.1 0.8
O 0.035 0.125 1.826 -0.1 0.2 1.6
O -2.582 -1.516 -0.406 0.1 -1.2 0.0
F -0.962 0.870 -1.452 -0.7 -0.4 0.8
F -1.726 1.858 0.340 0.1 -0.9 -0.3
H 0.623 -0.444 -0.033 -0.1 0.0 0.0
```
Positions in Å, forces in eV/Å.

Results
Spin multiplicity = 3
<S²> = 2.01
LUMO level (spin up / spin down) = -0.32 / -3.48 eV
Maximum force = 5.44 eV Å⁻¹
Energy above the lowest of the compared OMol25 structures with the same formula, charge and spin = 0.647 eV
DFT total energy = -556.7718 a.u.
HOMO energy (spin up / spin down) = -7.983 / -10.564 eV

=====

This record from the Open Molecules 2025 dataset describes C13H26LiO10P3 as an isolated structure. The level of theory is ωB97M-V/def2-TZVPD.

Geometry as XYZ:
```
53
Properties=species:S:1:pos:R:3:forces:R:3
Li -0.935 -0.424 -1.032 -0.4 0.5 0.5
C -1.498 0.637 2.327 0.0 0.0 0.0
C -1.596 -0.740 2.044 0.0 0.0 0.0
C -2.385 -0.889 0.883 0.0 -0.1 -0.1
C -2.763 0.403 0.440 -0.1 0.0 0.0
C -2.221 1.342 1.341 0.1 0.0 0.0
C -2.325 2.836 1.237 0.0 0.0 0.0
C -3.754 0.669 -0.661 0.0 0.0 0.0
C -2.974 -2.178 0.380 0.0 0.0 0.0
C -1.003 -1.869 2.837 0.0 0.0 0.0
C -0.684 1.276 3.416 0.0 0.0 0.0
H -1.442 3.289 0.773 0.0 0.0 0.0
H -2.439 3.300 2.225 0.0 0.0 0.0
H -3.192 3.135 0.641 0.0 0.0 0.0
H -3.570 0.045 -1.540 0.0 0.0 0.0
H -3.712 1.709 -0.995 0.0 0.0 0.0
H -4.790 0.472 -0.346 0.0 0.0 0.0
H -3.065 -2.201 -0.708 0.0 0.0 0.0
H -3.980 -2.355 0.794 0.0 0.0 0.0
H -2.358 -3.037 0.654 0.0 0.0 0.0
H -0.502 -2.600 2.194 0.0 0.0 0.0
H -1.754 -2.427 3.415 0.0 0.0 0.0
H -0.258 -1.507 3.550 0.0 0.0 0.0
H 0.266 1.681 3.050 0.0 0.0 0.0
H -0.452 0.565 4.215 0.0 0.0 0.0
H -1.219 2.114 3.881 0.0 0.0 0.0
O -0.916 -3.685 -1.768 0.1 -0.1 0.0
P -0.469 -2.474 -2.768 0.1 0.1 -0.1
O -0.197 -3.063 -4.098 0.0 0.0 0.0
O -1.435 -1.346 -2.551 0.0 -0.4 -0.1
O 0.919 -2.024 -2.005 -0.1 0.2 -0.2
P 1.585 -0.523 -2.084 0.0 0.0 -0.1
O 2.901 -0.796 -1.158 0.0 -0.3 0.1
O 2.060 -0.187 -3.439 0.1 0.0 0.1
O 0.685 0.413 -1.311 0.2 -0.3 -0.2
H -0.507 -4.486 -2.119 -0.1 0.1 0.0
H 2.608 -0.946 -0.249 0.0 0.2 -0.1
C 3.657 2.174 2.799 0.0 0.0 0.0
O 3.634 2.653 1.468 0.1 0.1 0.2
P 2.392 2.007 0.532 0.0 0.1 -0.1
O 1.160 2.928 1.032 0.0 0.0 0.0
C 1.202 4.346 0.992 0.0 0.0 0.0
O 2.777 2.869 -0.793 -0.1 0.0 0.1
C 3.767 2.387 -1.696 0.0 0.0 0.0
H 4.384 2.764 3.358 0.0 0.0 0.0
H 3.953 1.120 2.845 0.0 0.0 0.0
H 2.682 2.272 3.287 0.0 0.0 0.0
H 0.507 4.706 1.750 0.0 0.0 0.0
H 0.884 4.701 0.010 0.0 0.0 0.0
H 2.207 4.720 1.200 0.0 0.0 0.0
H 3.548 2.814 -2.673 0.0 0.0 0.0
H 3.743 1.302 -1.786 0.0 0.0 0.0
H 4.758 2.711 -1.363 0.0 0.0 0.0
```
Positions in Å, forces in eV/Å.

Results
LUMO level = 4.76 eV
Total charge = -2
Maximum force = 0.81 eV Å⁻¹
Energy above the lowest of the compared OMol25 structures with the same formula, charge and spin = 0.965 eV
DFT total energy = -2295.3944 a.u.
HOMO energy = -0.506 eV

=====

> The highest maximum force belongs to which entry?

C2HF2NO3

=====

> What is the DFT total energy in the second record?

-556.7718 a.u.

=====

> Look up the DFT total energy of the second one.

-556.7718 a.u.